DFT (ωB97M-V/def2-TZVPD) results for 2 unconnected molecules or ions with the total composition C4H5F4N at a distorted geometry.

Structure (XYZ):
```
14
Properties=species:S:1:pos:R:3:forces:R:3
C 1.295 0.294 1.252 1.736 1.375 -4.376
C 1.326 0.017 -0.079 -1.207 0.574 1.601
F 1.788 0.822 -1.051 0.186 0.347 0.768
C 0.748 -1.190 -0.820 2.726 0.236 0.731
F 0.360 -2.156 0.048 -0.447 0.650 -1.116
F -0.113 -0.892 -1.776 -1.119 -0.252 0.531
F 1.825 -1.626 -1.515 0.093 -1.095 0.091
H 0.893 -0.396 1.879 -1.105 -1.794 1.732
H 1.762 1.199 1.632 -0.169 -0.185 -0.092
C -1.757 0.439 0.090 -2.281 2.727 -0.264
N -2.152 1.582 0.594 1.225 -2.905 -0.778
H -1.116 -0.145 0.692 0.502 -0.637 0.497
H -2.067 0.015 -0.913 0.191 0.645 1.177
H -2.793 2.037 -0.033 -0.331 0.313 -0.503
```
Positions in Å, forces in eV/Å.

Output
Total charge: 0
Total energy: -16587.096 eV
HOMO level: -10.3540 eV
Frontier orbital gap: 11.13 eV
Energy above the lowest of the compared OMol25 structures with the same formula, charge and spin: 32.9 kJ/mol
SMILES: C=C(F)C(F)(F)F.C=N
E_LUMO: 0.777 eV
Maximum force: 4.9 eV/Å